Computed, not measured: a molecular structure, C15H25N6OPS2Tl in a non-equilibrium geometry, with ωB97M-V with the def2-TZVPD basis set.

Geometry as XYZ:
```
51
Properties=species:S:1:pos:R:3:forces:R:3
Tl -0.6631 0.5692 1.6920 -0.0191 -0.0689 0.3517
C -0.6732 -5.0406 1.9165 0.2483 0.1330 0.0430
S 0.7988 -4.0775 1.4786 -0.0499 -0.2063 0.0218
C 0.1038 -2.6248 0.8188 -0.3495 -0.0322 -0.3901
S 1.2280 -1.4083 0.4084 0.2342 0.4711 -0.0669
N -1.1668 -2.5684 0.5778 -0.4465 -1.1804 0.2861
N -1.7173 -1.3841 0.3402 -0.2587 0.9716 -0.5797
C -2.7123 -1.2459 -0.4644 0.9193 -0.9037 0.4481
C -3.2990 0.0677 -0.5932 -0.4162 1.0925 -0.1644
C -4.3528 0.3293 -1.4781 0.3410 -0.2733 0.2817
C -4.8672 1.6086 -1.5559 0.1365 0.1872 0.1462
C -4.3315 2.5996 -0.7436 -0.1019 -0.1712 -0.1437
C -3.2847 2.2588 0.0968 -0.0864 0.1494 -0.0615
N -2.7672 1.0439 0.1636 -0.3165 -0.2364 -0.1151
H -0.5114 -6.0721 1.6192 0.0008 -0.0352 -0.0002
H -1.5083 -4.6068 1.3754 -0.0785 -0.1171 0.0354
H -0.8276 -4.9731 2.9903 -0.1106 -0.0550 -0.0189
H -3.1096 -2.0673 -1.0571 0.0468 -0.1015 0.1019
H -4.7517 -0.4707 -2.0830 -0.0377 -0.0740 -0.0514
H -5.6714 1.8382 -2.2382 -0.0872 -0.0167 -0.0363
H -4.7204 3.6040 -0.7652 0.0037 0.1269 0.0274
H -2.8336 2.9957 0.7480 0.0076 0.1369 0.0569
C 0.0600 3.0209 -1.0370 0.1330 0.1685 -0.0156
O 0.0722 1.6987 -0.5239 -0.1766 -0.1223 -0.4167
H 1.0860 3.3931 -1.1176 -0.0449 0.0688 0.0034
H -0.4929 3.6596 -0.3481 0.0269 -0.0110 -0.0138
H -0.4080 3.0760 -2.0178 -0.0748 -0.0135 -0.0241
H -0.0315 1.0581 -1.2341 0.0243 -0.0901 -0.0090
C 5.8583 1.5980 0.4443 0.4305 0.3962 -0.0731
N 5.0954 0.3088 0.1906 0.2972 -0.1886 -0.1061
C 5.1171 -0.5124 1.4808 0.1160 -0.4968 0.2454
N 4.6329 0.2418 2.5687 0.2691 -0.1246 0.3905
C 5.3866 1.4670 2.7493 0.1833 -0.0391 0.0652
N 5.3304 2.2956 1.5559 0.4080 0.1711 0.1585
C 4.0034 2.8382 1.3313 -0.5445 0.0005 -0.1413
P 2.6777 1.5296 1.0461 0.8863 -0.0299 0.2494
C 3.7069 0.5929 -0.2311 -1.0766 0.2754 -0.1458
C 3.2043 0.4660 2.5015 -0.5458 0.0962 -0.0934
H 5.8007 2.2115 -0.4602 -0.0306 -0.1906 0.0514
H 6.9017 1.3309 0.6421 -0.1490 -0.1066 -0.1007
H 5.5588 -0.2288 -0.5472 0.0110 0.0822 0.1225
H 6.1558 -0.8076 1.6530 -0.0394 0.0602 -0.1457
H 4.4913 -1.3949 1.3216 0.0810 0.0961 -0.1178
H 6.4312 1.2231 2.9623 -0.0475 -0.0043 -0.0071
H 4.9766 2.0208 3.5935 0.0361 -0.0232 -0.0331
H 4.0391 3.5102 0.4701 -0.0590 0.0344 0.0294
H 3.7189 3.4352 2.2010 0.0106 0.0268 -0.0686
H 3.7333 1.1757 -1.1554 0.0967 -0.0228 0.0421
H 3.1910 -0.3490 -0.4354 0.2431 0.0404 -0.0348
H 2.6927 -0.4970 2.4237 -0.0210 0.1448 0.0254
H 2.8750 0.9500 3.4233 -0.0227 0.0050 -0.0085
```
Positions in Å, forces in eV/Å.

## Properties
Multiplicity: 1
Energy, a.u.: -2300.30267
LUMO, eV: -2.53
ΔE to the lowest compared entry with this formula, charge and spin, kcal/mol: 0.0
Net charge: +1
Kohn-Sham gap, Ha: 0.2755